Record 1
{"formula": "C13H30CuN2O7", "method": "the ωB97M-V functional and the def2-TZVPD basis", "symbols": ["Cu", "O", "O", "O", "O", "O", "O", "O", "N", "N", "C", "C", "C", "C", "C", "C", "C", "C", "C", "C", "C", "C", "C", "H", "H", "H", "H", "H", "H", "H", "H", "H", "H", "H", "H", "H", "H", "H", "H", "H", "H", "H", "H", "H", "H", "H", "H", "H", "H", "H", "H", "H", "H"], "positions_angstrom": [[0.390, -1.785, 0.459], [1.690, -3.697, 0.288], [2.038, 3.005, 1.012], [0.466, -5.552, 0.249], [-0.896, -1.659, -4.150], [-0.308, -0.988, 2.621], [-2.774, 1.512, -0.905], [-0.500, -3.656, 0.805], [-0.739, -1.029, -1.384], [2.159, -0.641, 1.238], [1.801, 0.653, 0.701], [-2.329, 0.422, -0.087], [-1.558, -1.916, -5.347], [0.788, -0.430, 3.342], [2.145, -0.816, 2.690], [-0.852, -0.298, -3.801], [-1.514, -0.587, 3.250], [-2.117, 2.728, -0.605], [0.617, -4.333, 0.652], [-0.264, -0.095, -2.410], [-2.110, -0.840, -0.881], [2.713, 1.789, 1.203], [2.530, 4.106, 1.735], [-1.343, 0.670, 0.324], [2.294, -1.864, 2.958], [1.820, 4.927, 1.639], [1.986, 0.820, -0.366], [-1.543, -1.234, 4.136], [-2.656, -1.849, -5.405], [-1.417, -2.919, -5.748], [3.031, -0.331, 3.118], [3.471, 4.412, 1.264], [3.657, 1.754, 0.636], [0.689, 0.657, 3.431], [-2.242, 2.946, 0.460], [-2.769, -0.978, -1.751], [-2.420, -1.700, -0.283], [2.636, 3.871, 2.798], [-0.741, -1.885, -1.938], [0.808, -0.280, -2.523], [-0.384, 0.933, -2.063], [-2.319, -0.931, 2.603], [-1.229, -1.182, -6.094], [-1.057, 2.657, -0.871], [-2.567, 3.507, -1.218], [-0.245, 0.351, -4.445], [-1.572, 0.472, 3.509], [-3.056, 0.331, 0.721], [3.059, 1.748, 2.246], [-1.903, 0.019, -3.837], [3.104, -0.838, 0.933], [0.742, 0.909, 0.753], [0.790, -0.885, 4.338]], "total_charge": -1, "relative_energy_ev": 0.000, "e_tot_ev": -75916.37474, "e_homo_ev": -1.577}


Record 2
{"formula": "C13H30F3N2NaO7S", "method": "the ωB97M-V functional and the def2-TZVPD basis", "symbols": ["S", "Na", "F", "F", "F", "O", "O", "O", "O", "O", "O", "O", "N", "N", "C", "C", "C", "C", "C", "C", "C", "C", "C", "C", "C", "C", "C", "H", "H", "H", "H", "H", "H", "H", "H", "H", "H", "H", "H", "H", "H", "H", "H", "H", "H", "H", "H", "H", "H", "H", "H", "H", "H", "H", "H", "H", "H"], "positions_angstrom": [[-0.903, 2.878, 1.061], [-0.014, 1.350, -0.365], [-3.312, 4.295, 0.528], [-1.807, 5.286, 1.679], [-1.508, 5.045, -0.493], [0.260, 2.986, 0.179], [-2.541, -2.521, 0.532], [-0.936, 1.409, -2.145], [-1.686, 1.715, 0.655], [1.432, 2.085, 1.018], [2.728, -3.765, -1.710], [-0.526, 2.905, 2.494], [1.503, -0.657, 0.129], [-0.635, -0.310, 0.583], [-2.844, -1.413, 1.370], [-0.700, -0.709, -0.843], [1.660, 3.019, 2.085], [2.417, 0.332, -0.184], [-1.861, 2.459, -2.481], [-2.000, -0.131, 1.237], [3.964, -4.412, -1.830], [-3.267, -3.708, 0.849], [2.656, 1.370, 0.901], [1.471, -1.765, -0.857], [-1.934, 4.464, 0.617], [2.665, -2.757, -0.685], [-1.491, 0.105, -1.817], [-3.896, -1.128, 1.384], [4.246, -4.955, -0.927], [3.905, -5.032, -2.725], [1.517, 2.636, 3.096], [1.067, 3.930, 2.005], [-1.351, -0.419, -2.762], [-0.934, -1.774, -0.834], [3.473, 1.999, 0.549], [2.696, 3.319, 2.242], [-2.706, 2.207, -3.122], [4.553, -3.544, -2.125], [2.625, -3.223, 0.299], [-1.845, 0.283, 2.234], [-3.154, -3.807, 1.928], [3.427, -0.069, -0.272], [1.755, -1.082, 1.009], [-0.202, -0.947, 1.235], [0.333, -0.525, -1.136], [-4.312, -3.509, 0.613], [3.610, -2.218, -0.760], [-1.255, 3.243, -2.937], [-2.628, 0.517, 0.625], [2.038, 0.722, -1.129], [2.861, 0.936, 1.880], [-2.422, 2.846, -1.631], [-2.902, -4.613, 0.362], [0.656, -2.445, -0.611], [-2.555, 0.028, -1.595], [-2.759, -1.636, 2.433], [1.369, -1.294, -1.835]], "relative_energy_ev": 11.466, "e_tot_ev": -54669.40047, "e_homo_ev": -7.919}


Record 3
{"formula": "C13H30F9NO2PS", "method": "the ωB97M-V functional and the def2-TZVPD basis", "symbols": ["S", "P", "F", "F", "F", "F", "F", "F", "F", "F", "F", "O", "O", "N", "C", "C", "C", "C", "C", "C", "C", "C", "C", "C", "C", "C", "C", "H", "H", "H", "H", "H", "H", "H", "H", "H", "H", "H", "H", "H", "H", "H", "H", "H", "H", "H", "H", "H", "H", "H", "H", "H", "H", "H", "H", "H", "H"], "positions_angstrom": [[3.865, -1.316, -1.197], [-1.059, -2.138, -1.635], [4.990, -1.074, -2.470], [1.334, -0.985, 2.141], [4.910, -0.416, -0.181], [2.511, 0.754, 1.034], [2.928, -2.286, -2.310], [3.013, 0.048, -1.763], [3.482, -2.269, 1.299], [1.858, -2.911, -0.314], [4.743, -2.770, -0.809], [0.601, 1.174, -3.822], [-2.552, 1.211, 3.954], [0.103, 0.989, 4.057], [-0.455, 2.083, -3.346], [0.397, -0.122, -0.012], [-0.434, 2.384, 4.126], [-1.080, -1.928, -4.596], [1.780, -0.509, 0.775], [-1.836, 2.364, 3.497], [-0.437, 2.817, 5.585], [0.200, 0.443, -5.037], [-0.797, -1.248, 0.078], [-1.138, -3.019, -3.372], [2.655, -1.730, 0.153], [0.375, -1.206, -4.817], [-3.469, 1.480, 5.014], [0.242, 3.023, 3.549], [-1.310, -3.409, -0.945], [-0.135, -3.665, -3.410], [-1.727, 2.244, 2.412], [-2.231, -1.350, -1.938], [-2.383, 3.299, 3.662], [-1.548, 1.758, -3.619], [-2.099, -3.688, -3.346], [1.145, -1.354, -3.949], [-3.852, 2.504, 4.992], [0.811, -1.610, -5.832], [-0.654, 0.346, 4.352], [-0.972, 3.765, 5.709], [-1.838, -0.793, 0.440], [-1.861, -1.049, -4.410], [0.587, 2.965, 5.941], [-4.309, 0.786, 4.916], [-0.033, 0.845, 0.542], [-0.561, -2.118, 0.848], [-2.983, 1.281, 5.971], [0.296, -1.772, -1.987], [-1.355, -2.518, -5.592], [0.913, 0.838, -5.909], [-0.902, 2.074, 6.239], [-0.403, 2.117, -2.163], [0.543, 0.216, -1.134], [0.922, 0.830, 4.654], [-0.229, 3.199, -3.707], [0.338, 0.721, 3.094], [-0.899, 0.694, -5.409]], "total_charge": 1, "e_tot_ev": -64116.34614, "e_homo_ev": -10.509}


Record 4
{"formula": "C13H30N4O7Ti", "method": "the ωB97M-V functional and the def2-TZVPD basis", "symbols": ["Ti", "O", "O", "O", "O", "O", "O", "O", "N", "N", "N", "N", "C", "C", "C", "C", "C", "C", "C", "C", "C", "C", "C", "C", "C", "H", "H", "H", "H", "H", "H", "H", "H", "H", "H", "H", "H", "H", "H", "H", "H", "H", "H", "H", "H", "H", "H", "H", "H", "H", "H", "H", "H", "H", "H"], "positions_angstrom": [[0.001, 0.052, -0.006], [0.486, 2.319, -1.700], [-1.000, -1.786, 2.288], [-2.550, -1.476, 0.012], [0.349, -2.090, -0.796], [2.647, 1.532, 0.061], [-0.814, 1.741, 1.080], [3.670, 1.219, -3.473], [0.027, -0.960, 1.730], [-0.302, 1.319, -1.552], [-1.894, -0.527, -0.563], [1.767, 0.589, 0.658], [-3.815, 0.030, -1.921], [-2.407, 0.268, -1.525], [-1.529, 1.255, -2.070], [1.256, -1.249, 3.860], [1.104, -0.667, 2.517], [3.005, -0.009, -3.083], [-2.266, 1.763, 1.427], [-0.504, 3.887, 2.274], [3.203, 0.738, 2.677], [-2.522, 1.166, 2.761], [2.024, 0.221, 1.956], [-1.861, 2.236, -3.131], [0.057, 2.556, 1.955], [0.925, -0.542, 4.638], [3.392, -0.832, -3.714], [2.320, -1.444, 4.037], [-0.588, -1.815, -0.988], [0.987, 2.674, 1.386], [-4.486, 0.128, -1.055], [0.248, 1.917, 2.824], [0.263, 4.379, 2.859], [0.723, -2.196, 4.018], [-1.993, 1.674, 3.562], [-1.703, -1.844, 1.565], [0.484, -1.975, 0.193], [3.598, 1.701, 2.323], [4.019, 0.001, 2.619], [1.912, 0.084, -3.281], [2.368, 1.596, -0.889], [-3.584, 1.288, 2.927], [-0.655, 4.460, 1.368], [3.225, -0.259, -2.014], [-2.520, 2.817, 1.312], [-4.177, 0.718, -2.691], [-2.303, 0.101, 2.796], [-1.821, 3.263, -2.739], [-3.927, -0.991, -2.317], [-1.121, 2.163, -3.943], [-2.848, 2.087, -3.573], [4.614, 0.976, -3.508], [2.957, 0.861, 3.739], [-2.782, 1.226, 0.623], [-1.398, 3.835, 2.878]], "s_squared": 2.225, "spin_multiplicity": 3, "e_tot_ev": -57369.45544, "e_homo_ev": [-6.958, -6.962]}


Record 5
{"formula": "C13H30N6O5Ru", "method": "the ωB97M-V functional and the def2-TZVPD basis", "symbols": ["Ru", "O", "O", "O", "O", "O", "N", "N", "N", "N", "N", "N", "C", "C", "C", "C", "C", "C", "C", "C", "C", "C", "C", "C", "C", "H", "H", "H", "H", "H", "H", "H", "H", "H", "H", "H", "H", "H", "H", "H", "H", "H", "H", "H", "H", "H", "H", "H", "H", "H", "H", "H", "H", "H", "H"], "positions_angstrom": [[0.108, -0.809, 0.308], [0.026, 1.829, 1.061], [-1.808, 0.240, 0.000], [-1.101, -1.649, 1.618], [1.138, 0.180, -0.878], [0.501, 1.796, -2.298], [-0.242, -1.633, -2.071], [4.007, -3.137, 2.479], [-3.143, -1.958, 2.545], [-0.491, 3.721, -0.124], [1.927, -1.802, 0.901], [-0.099, -0.379, -2.704], [-1.355, 4.418, -1.043], [-2.925, -0.398, 0.669], [-4.599, -1.700, 2.616], [0.695, 4.384, 0.350], [2.745, -1.066, 1.908], [1.810, -3.232, 1.310], [4.122, -1.686, 2.096], [3.167, -3.898, 1.489], [-0.733, 2.363, 0.298], [-1.946, 1.646, -0.280], [-2.642, -2.936, 3.528], [-2.370, -1.387, 1.682], [0.507, 0.627, -2.022], [-0.865, 4.383, -2.030], [-4.991, -1.392, 1.650], [4.675, -1.167, 2.880], [3.623, -3.231, 3.426], [2.181, -1.048, 2.843], [4.944, -3.555, 2.522], [-4.789, -0.946, 3.379], [4.714, -1.654, 1.180], [-5.082, -2.633, 2.895], [2.876, -0.036, 1.572], [0.403, -2.297, -2.502], [-2.914, -3.935, 3.189], [-3.526, -0.926, -0.077], [1.222, -3.261, 2.230], [-1.411, 5.469, -0.747], [-2.343, 3.974, -1.099], [-1.996, 1.782, -1.359], [-0.403, -0.248, -3.662], [-3.548, 0.356, 1.149], [-1.567, -2.839, 3.632], [1.065, 5.044, -0.437], [-3.129, -2.725, 4.478], [1.257, -3.782, 0.548], [-2.868, 2.034, 0.161], [1.431, 3.659, 0.679], [2.439, -1.769, 0.014], [3.052, -4.920, 1.849], [-1.184, -1.978, -2.247], [0.396, 5.017, 1.203], [3.735, -3.924, 0.558]], "total_charge": 4, "relative_energy_ev": 0.000, "s_squared": 6.021, "spin_multiplicity": 5, "e_tot_ev": -35685.11669, "e_homo_ev": [-21.610, -21.828]}


Record 6
{"formula": "C13H31BCl5N2O4P", "method": "the ωB97M-V functional and the def2-TZVPD basis", "symbols": ["Cl", "Cl", "Cl", "Cl", "Cl", "P", "O", "O", "O", "O", "N", "N", "C", "C", "C", "C", "C", "C", "C", "C", "C", "C", "C", "C", "C", "B", "H", "H", "H", "H", "H", "H", "H", "H", "H", "H", "H", "H", "H", "H", "H", "H", "H", "H", "H", "H", "H", "H", "H", "H", "H", "H", "H", "H", "H", "H", "H"], "positions_angstrom": [[0.231, -3.670, 0.341], [-2.385, -2.949, 1.379], [-0.924, -5.118, 2.580], [-1.674, -4.123, -2.811], [-1.951, -5.345, -0.154], [0.676, -0.357, -0.984], [5.921, -1.961, -1.076], [1.982, 1.655, -2.459], [3.807, -2.062, -1.616], [-4.732, -3.581, 3.817], [-0.292, -1.066, -2.140], [-2.210, 0.979, 2.381], [4.840, -1.445, -1.679], [4.929, -0.092, -2.343], [-4.802, 3.072, 3.328], [7.241, -1.428, -1.239], [-1.278, -4.304, 1.039], [-2.939, 0.826, -0.947], [-4.614, 3.790, 1.997], [7.520, -0.295, -0.274], [-1.723, -1.235, -1.735], [-3.474, 2.627, 3.955], [-2.629, -0.072, -2.147], [0.461, 2.741, -0.708], [-2.764, 1.697, 3.081], [1.072, 1.522, -1.443], [-3.632, 1.631, -1.182], [1.129, 3.004, 0.120], [4.624, 0.673, -1.629], [-4.037, -3.206, 3.263], [7.414, -1.140, -2.276], [7.364, -0.628, 0.751], [-2.238, 0.476, -3.005], [0.206, -0.488, 0.332], [1.549, 1.737, -3.320], [6.857, 0.553, -0.447], [0.423, 3.581, -1.403], [-4.257, -4.088, 4.482], [-3.981, 4.672, 2.111], [-1.838, -1.434, -0.669], [4.236, -0.080, -3.180], [-5.575, 4.116, 1.600], [1.904, -1.032, -1.005], [-0.524, 2.560, -0.283], [8.549, 0.048, -0.380], [-5.443, 2.201, 3.184], [0.063, -2.022, -2.268], [-3.650, 2.130, 4.910], [5.916, 0.150, -2.726], [-5.312, 3.732, 4.031], [-2.055, -2.142, -2.247], [-3.570, -0.522, -2.470], [-3.362, 0.193, -0.167], [-2.010, 1.215, -0.526], [-2.829, 3.488, 4.138], [7.905, -2.264, -1.031], [-4.157, 3.135, 1.253]], "e_tot_ev": -97730.22001, "e_homo_ev": -6.852}


Record 7
{"formula": "C13H31BaCuN2O7", "method": "the ωB97M-V functional and the def2-TZVPD basis", "symbols": ["Ba", "Cu", "O", "O", "O", "O", "O", "O", "O", "N", "N", "C", "C", "C", "C", "C", "C", "C", "C", "C", "C", "C", "C", "C", "H", "H", "H", "H", "H", "H", "H", "H", "H", "H", "H", "H", "H", "H", "H", "H", "H", "H", "H", "H", "H", "H", "H", "H", "H", "H", "H", "H", "H", "H", "H"], "positions_angstrom": [[26.204, -6.252, -16.160], [24.819, -7.912, -22.339], [23.942, -10.260, -25.512], [30.191, 1.131, -17.929], [25.988, -3.965, -20.905], [27.771, -3.289, -20.090], [25.954, -6.253, -26.685], [27.433, -3.210, -22.269], [33.918, -1.541, -19.743], [23.566, -7.390, -26.006], [31.530, -0.117, -20.227], [23.560, -11.337, -24.677], [31.119, 1.251, -20.194], [33.259, -1.728, -20.977], [29.871, 1.348, -19.325], [23.613, -6.046, -26.525], [23.006, -9.700, -26.458], [29.461, 1.990, -17.026], [24.860, -5.668, -27.325], [27.033, -3.336, -21.030], [23.450, -8.410, -27.082], [27.180, -5.684, -26.873], [32.536, -0.388, -21.194], [34.817, -2.608, -19.401], [30.758, -0.759, -20.330], [24.989, -4.593, -27.458], [22.716, -8.231, -27.868], [35.579, -2.542, -20.177], [24.284, -11.415, -23.866], [22.656, -11.079, -24.125], [33.286, 0.328, -21.528], [27.895, -6.444, -26.560], [26.742, -3.579, -22.825], [24.840, -6.168, -28.293], [30.897, 1.593, -21.205], [33.997, -1.916, -21.756], [29.157, 0.588, -19.641], [22.023, -9.551, -26.012], [29.918, 2.972, -17.150], [23.487, -5.353, -25.693], [29.393, 2.314, -19.492], [22.928, -10.450, -27.245], [35.299, -2.353, -18.457], [23.415, -12.344, -25.068], [22.834, -7.535, -25.325], [32.505, -2.512, -21.046], [22.762, -5.959, -27.200], [27.257, -5.463, -27.937], [31.909, 1.975, -19.994], [34.483, -3.642, -19.314], [24.394, -8.652, -27.570], [27.414, -4.811, -26.263], [32.137, -0.495, -22.203], [28.413, 2.149, -17.277], [29.549, 1.775, -15.961]], "total_charge": 2, "e_tot_ev": -76603.38730, "e_homo_ev": -10.685}


Record 8
{"formula": "C13H31N2O4SSe2SiTe2Tl", "method": "the ωB97M-V functional and the def2-TZVPD basis", "symbols": ["Tl", "Te", "Te", "Se", "Se", "S", "Si", "O", "O", "O", "O", "N", "N", "C", "C", "C", "C", "C", "C", "C", "C", "C", "C", "C", "C", "C", "H", "H", "H", "H", "H", "H", "H", "H", "H", "H", "H", "H", "H", "H", "H", "H", "H", "H", "H", "H", "H", "H", "H", "H", "H", "H", "H", "H", "H", "H", "H"], "positions_angstrom": [[1.896, 2.112, -0.327], [2.511, 5.777, -0.401], [2.834, 4.905, 2.112], [0.605, 4.245, -0.984], [3.615, 2.573, 1.565], [1.471, -0.160, -1.218], [-0.228, -0.469, 0.023], [-0.254, 0.860, 0.985], [3.717, 2.408, -1.979], [-0.073, -1.782, 0.964], [-1.602, -0.666, -0.825], [4.821, 0.441, -1.673], [5.769, 2.178, -2.873], [-2.708, 1.444, -1.257], [4.714, 1.702, -2.159], [-0.787, 1.053, 2.323], [0.514, -3.938, 1.721], [-2.342, 0.075, -1.813], [-2.120, 0.329, 2.457], [-3.597, -0.751, -2.063], [-1.787, -3.470, 0.844], [0.234, 0.520, 3.318], [-0.300, -3.178, 0.684], [0.175, -3.521, -0.723], [-1.537, 0.214, -3.098], [-0.972, 2.553, 2.476], [-1.673, 2.932, 1.730], [-3.327, -1.737, -2.444], [6.658, 1.713, -2.869], [3.991, 0.001, -1.308], [5.584, -0.153, -1.939], [-2.166, 0.652, -3.877], [-0.669, 0.856, -2.958], [-3.308, 1.343, -0.350], [-4.240, -0.258, -2.793], [-0.138, 0.645, 4.337], [1.219, -3.229, -0.851], [-2.368, -2.847, 0.163], [0.375, -5.014, 1.604], [-1.993, -4.519, 0.623], [1.574, -3.707, 1.610], [-0.022, 3.072, 2.347], [-3.287, 2.003, -1.993], [0.093, -4.595, -0.896], [-1.814, 2.022, -1.017], [-1.993, -0.748, 2.338], [-2.106, -3.266, 1.868], [-0.430, -3.007, -1.473], [-1.189, -0.763, -3.438], [-1.357, 2.785, 3.471], [-2.540, 0.519, 3.446], [-2.829, 0.687, 1.709], [-4.155, -0.877, -1.133], [0.417, -0.540, 3.140], [5.751, 3.161, -3.075], [0.200, -3.653, 2.726], [1.174, 1.066, 3.221]], "relative_energy_ev": 0.000, "e_tot_ev": -193848.96111, "e_homo_ev": -7.518}